No. 1
C38H49Cl3Ge2N2O7PSSn as an isolated structure, computed with ωB97M-V/def2-TZVPD.

Results
- LUMO energy (alpha / beta) (eV) = 3.92 / 3.92
- 2S+1 = 2
- net charge = -2
- E_HOMO (alpha / beta) (eV) = -0.424 / -2.565

```
104
Properties=species:S:1:pos:R:3:lowdin_charge:R:1
Sn -0.7735 0.1572 1.2392 1.534
C -3.2865 -2.9749 3.3913 -0.050
C -3.0530 -1.6909 2.6247 -0.408
O -1.8003 -1.2709 2.6036 -0.318
C -4.1475 -1.0634 1.9913 -0.129
C -5.4422 -1.6641 2.0299 -0.070
C -6.5475 -1.1038 1.4165 -0.153
C -6.4281 0.1092 0.7452 -0.144
C -5.1791 0.7317 0.6932 -0.070
C -4.0331 0.1793 1.2683 -0.366
O -2.8874 0.8255 1.1204 -0.326
H -2.3407 -3.2998 3.8100 0.050
H -3.6646 -3.7678 2.7364 0.060
H -4.0111 -2.8393 4.2026 0.074
H -5.5678 -2.6044 2.5507 0.079
H -7.5038 -1.6152 1.4571 0.078
H -7.2838 0.5605 0.2556 0.077
H -5.0588 1.6697 0.1604 0.104
N -1.8513 3.3089 0.2233 0.172
C -0.5407 3.3319 0.5763 -0.720
N 0.2603 4.2047 -0.1067 0.059
O -0.1035 2.6557 1.5249 -0.139
H -2.1018 3.6465 -0.6940 0.038
H -2.4030 2.5427 0.6106 0.052
H -0.0427 4.4840 -1.0354 -0.190
H 1.2447 4.0074 -0.0341 0.039
O 1.1822 1.0074 -0.8460 -0.680
S 2.2374 -0.0188 -0.5396 0.598
C 3.7511 1.0431 -0.3579 -0.238
C 4.7285 0.5067 -1.3875 -0.226
C 3.8883 0.2517 -2.6421 -0.227
C 2.7551 -0.6538 -2.1987 -0.235
H 4.0978 0.9879 0.6709 0.065
H 3.4056 2.0419 -0.6144 0.039
H 5.1676 -0.4336 -1.0352 0.095
H 5.5388 1.2094 -1.5927 0.109
H 4.4800 -0.1880 -3.4483 0.110
H 3.4810 1.1982 -2.9980 0.074
H 3.0709 -1.6853 -2.0722 0.066
H 1.8668 -0.5938 -2.8235 0.078
Cl 2.3156 3.8163 -2.3664 -0.051
Ge 0.2577 2.7055 -2.6069 0.294
Cl 0.6769 2.2289 -4.9150 -0.259
Cl -0.9181 4.9766 -2.6612 -0.134
C -1.8388 -2.9782 -5.3004 -0.086
C -0.9033 -2.4102 -4.2522 -0.332
O -1.3663 -2.7967 -2.9610 -0.323
P -0.9514 -1.8159 -1.6752 0.870
O -1.9344 -0.5536 -1.9043 -0.345
C -3.3528 -0.6997 -2.1181 -0.267
C -3.7795 0.2846 -3.1855 -0.064
O -1.8533 -2.6249 -0.5910 -0.314
C -1.2392 -3.6393 0.2160 -0.295
C -2.1574 -4.8424 0.2591 -0.065
H -1.5173 -2.6457 -6.2896 0.072
H -2.8553 -2.6235 -5.1234 0.070
H -1.8359 -4.0690 -5.2658 0.070
H -0.8695 -1.3211 -4.3452 0.102
H 0.1130 -2.7909 -4.4085 0.108
H -3.8586 -0.4958 -1.1770 0.095
H -3.5759 -1.7251 -2.4152 0.108
H -3.5588 1.3063 -2.8699 0.077
H -4.8535 0.1975 -3.3627 0.073
H -3.2428 0.1028 -4.1193 0.069
H -1.0803 -3.2385 1.2179 0.093
H -0.2616 -3.9149 -0.1941 0.093
H -3.1384 -4.5359 0.6241 0.066
H -1.7441 -5.5999 0.9287 0.070
H -2.2765 -5.2680 -0.7398 0.072
C 1.7539 -0.9961 0.6493 -0.599
Ge 2.9806 -2.3845 1.0726 0.852
C 4.4275 -1.9135 2.3642 -0.259
C 4.5763 -0.6209 2.8585 -0.106
C 5.5227 -0.3274 3.8340 -0.098
C 6.3299 -1.3357 4.3433 -0.118
C 6.1904 -2.6343 3.8677 -0.108
C 5.2466 -2.9148 2.8892 -0.122
C 3.9007 -3.4314 -0.3446 -0.277
C 3.1473 -4.1656 -1.2644 -0.128
C 3.7336 -4.7446 -2.3804 -0.098
C 5.0973 -4.6002 -2.6024 -0.109
C 5.8656 -3.8830 -1.6943 -0.100
C 5.2685 -3.3022 -0.5824 -0.123
C 1.9648 -3.6661 2.1856 -0.269
C 1.1987 -3.1111 3.2105 -0.111
C 0.4602 -3.9083 4.0693 -0.099
C 0.4500 -5.2878 3.8983 -0.111
C 1.2045 -5.8579 2.8826 -0.115
C 1.9623 -5.0516 2.0403 -0.117
H 3.9247 0.1629 2.4847 0.081
H 5.6333 0.6862 4.2019 0.095
H 7.0606 -1.1129 5.1126 0.088
H 6.8168 -3.4259 4.2640 0.090
H 5.1321 -3.9337 2.5282 0.100
H 2.0761 -4.2635 -1.1106 0.095
H 3.1259 -5.2997 -3.0855 0.096
H 5.5602 -5.0331 -3.4810 0.091
H 6.9322 -3.7792 -1.8578 0.093
H 5.8742 -2.7302 0.1138 0.092
H 1.1818 -2.0326 3.3275 0.097
H -0.1204 -3.4498 4.8590 0.098
H -0.1477 -5.9132 4.5514 0.091
H 1.2034 -6.9348 2.7498 0.089
H 2.5612 -5.5129 1.2596 0.088
```



No. 2
A 2-piece molecular cluster, C3H7FN2O overall, computed with ωB97M-V/def2-TZVPD.

Results
- LUMO energy (eV) = 0.77
- net charge = 0
- E_HOMO (eV) = -8.431

```
14
Properties=species:S:1:pos:R:3:lowdin_charge:R:1
C 1.0844 0.3454 0.5277 -0.028
C 0.7612 -0.8417 0.0311 -0.308
C -2.3455 1.5460 0.8170 -0.217
N -3.0446 2.2629 0.0818 -0.010
N 1.6323 -1.6514 -0.6767 0.028
O -3.7996 1.7503 -0.9123 -0.018
F -2.2627 0.1958 0.7113 0.019
H 2.0473 0.7874 0.3391 0.044
H 0.4191 0.9116 1.1500 0.014
H -0.2070 -1.2886 0.2134 0.092
H -1.7533 1.9756 1.6042 0.119
H 2.4701 -1.1806 -0.9899 0.083
H -3.6933 0.7823 -0.9848 0.102
H 1.2201 -2.2404 -1.3849 0.079
```



Let's list F_max in order: 1.60; 0.95 eV/A.